# 1
A cluster of 2 separate species, C4H7NO in total in a non-equilibrium geometry, computed with ωB97M-V/def2-TZVPD.

```
13
Properties=species:S:1:pos:R:3:forces:R:3:mulliken_charge:R:1
C -1.688 -0.009 1.111 -0.1 0.1 0.0 -1.0448
C -0.327 -0.622 0.892 -0.1 -0.1 0.2 -0.3353
C 1.011 0.303 -1.301 -0.1 0.0 0.1 -0.1248
O 1.218 0.541 -2.579 0.2 -0.1 -0.3 -0.4147
C 0.827 0.072 1.141 0.8 0.5 -0.2 0.4104
N 1.827 0.691 0.964 -0.9 -0.5 0.3 -0.5880
H -2.071 -0.192 2.124 0.1 0.0 -0.1 0.3032
H -1.665 1.076 0.963 0.0 -0.2 0.0 0.2878
H -2.417 -0.430 0.409 0.1 0.1 0.1 0.3092
H -0.259 -1.707 0.953 0.0 0.2 0.0 0.3097
H 1.383 -0.610 -0.875 0.0 0.1 0.0 0.1879
H 0.369 1.020 -0.830 0.1 -0.1 0.0 0.3251
H 1.793 -0.133 -2.970 -0.1 0.1 0.0 0.3743
```
Forces are in eV/Å.

The calculation puts the HOMO-LUMO gap (spin up / spin down) at 8.1761 / 7.2668 eV. The value obtained for the relative energy (zero: lowest compared OMol25 entry of this formula, charge and spin) is 4.648 eV. The calculation puts the lowest unoccupied orbital energy (spin up / spin down) at 0.0119 / -0.0088 Ha. The HOMO energy (spin up / spin down) comes out at -7.85 / -7.51 eV. As for the total energy: -286.460839 a.u.

=====

# 2
A structure of composition C25H26BaN7O2S in a non-equilibrium geometry, computed with ωB97M-V/def2-TZVPD.

```
62
Properties=species:S:1:pos:R:3:forces:R:3:mulliken_charge:R:1
Ba 0.572 -0.061 0.083 0.3 1.6 0.3 1.9590
S 4.900 2.514 -0.038 0.1 0.1 0.0 -0.3538
C 5.395 0.860 -0.018 0.1 0.0 0.0 1.0912
C 6.682 0.329 -0.011 0.0 0.0 0.0 -0.6733
C 6.816 -1.046 0.006 0.0 0.0 0.0 -0.4916
C 5.690 -1.876 0.012 0.1 0.0 0.0 -0.6826
C 4.415 -1.346 0.004 0.1 0.0 0.0 -0.5374
C 4.266 0.042 -0.010 -0.1 0.0 0.0 -0.3955
N 3.055 0.726 -0.013 0.6 0.4 0.0 -0.3583
C 3.229 2.027 -0.024 -0.3 0.1 0.0 0.3405
C 2.152 3.057 -0.021 0.3 -0.3 0.0 1.8275
C 2.569 4.393 0.047 -0.2 0.2 0.0 -0.7878
C 1.636 5.411 0.056 0.0 -0.1 0.0 -0.6994
C 0.288 5.081 -0.007 0.1 0.1 0.0 -0.5994
C -0.095 3.750 -0.075 -0.2 -0.2 0.0 -0.5961
C 0.792 2.659 -0.084 0.2 0.5 0.0 -1.0133
H 7.554 0.969 -0.017 0.0 0.0 0.0 0.4120
H 7.805 -1.485 0.012 0.0 0.0 0.0 0.3895
H 5.824 -2.949 0.022 0.0 0.0 0.0 0.3972
H 3.556 -2.006 0.004 0.0 0.0 0.0 0.3904
H 3.617 4.664 0.097 0.0 -0.1 0.0 0.3012
H 1.952 6.445 0.109 0.0 0.0 0.0 0.4047
H -0.457 5.869 -0.005 0.0 0.0 0.0 0.3685
H -1.168 3.562 -0.128 0.0 0.0 0.0 0.3570
N -2.831 -0.408 -0.110 0.3 -0.1 0.0 -0.4149
C -2.472 -1.648 -0.812 -0.2 -0.1 0.0 0.2342
C -3.601 -2.639 -1.205 -0.1 -0.1 0.0 -0.6957
C -5.022 -2.361 -0.713 -0.1 0.1 0.0 -0.5766
C -5.207 -2.361 0.815 -0.1 -0.3 0.2 -1.1276
N -4.164 -3.108 1.507 -1.6 0.1 0.2 -0.0281
C -4.139 -4.400 1.759 0.2 0.2 0.0 0.8016
N -5.234 -5.168 1.697 -0.1 -0.1 -0.1 -0.3618
N -2.966 -4.946 2.098 -0.2 -0.6 0.2 -0.3412
C -1.430 -2.319 0.096 0.5 0.2 -0.6 0.1156
O -1.821 -2.787 1.191 1.7 0.6 -0.1 -0.8652
O -0.229 -2.241 -0.270 -1.1 -1.8 -0.1 -1.0421
H -3.172 -0.596 0.825 -0.1 0.1 -0.1 0.1621
H -3.520 0.129 -0.621 0.0 0.1 0.1 0.2899
H -1.962 -1.338 -1.724 0.0 -0.1 0.0 0.3535
H -3.312 -3.640 -0.874 0.0 0.0 0.0 0.2488
H -3.643 -2.707 -2.293 0.0 0.1 0.0 0.4600
H -5.665 -3.124 -1.158 0.0 0.0 0.0 0.3913
H -5.397 -1.408 -1.093 0.1 0.0 -0.1 0.3961
H -6.198 -2.725 1.089 0.0 0.0 0.0 0.4694
H -5.160 -1.351 1.218 0.0 0.0 -0.1 0.3791
H -3.219 -2.670 1.458 0.0 -0.5 0.1 0.2903
H -6.140 -4.754 1.575 0.0 0.0 0.0 0.1718
H -5.201 -6.133 1.976 0.0 0.0 0.0 0.2122
H -2.123 -4.398 2.001 0.0 0.1 -0.1 0.2892
H -2.881 -5.928 2.289 -0.1 0.0 0.0 0.1762
N -0.264 -0.069 8.220 0.0 0.0 0.0 -0.3889
C -0.189 -0.059 7.075 0.0 0.0 0.0 -0.1763
C -0.092 -0.051 5.638 0.0 0.0 0.1 0.7391
C 0.395 -1.165 4.965 0.0 0.0 -0.1 -0.5192
C 0.451 -1.113 3.584 -0.1 0.0 0.1 -0.5591
N 0.065 -0.049 2.878 0.1 -0.1 0.0 0.0789
C -0.388 1.020 3.536 0.0 0.1 0.0 -0.6686
C -0.490 1.067 4.916 0.0 0.0 -0.1 -0.4440
H 0.720 -2.045 5.500 0.0 0.0 0.0 0.4734
H 0.806 -1.970 3.022 0.0 0.0 0.0 0.4623
H -0.665 1.876 2.932 0.0 0.0 0.0 0.4770
H -0.863 1.951 5.411 0.0 0.0 0.0 0.4869
```
Forces are in eV/Å.

The calculation puts the HOMO-LUMO gap at 6.9117 eV. The charge is +1. The value obtained for the relative energy (zero: lowest compared OMol25 entry of this formula, charge and spin) is 1.580 eV. The calculation puts the lowest unoccupied orbital energy at -0.1012 Ha. The HOMO energy comes out at -9.67 eV. As for the total energy: -1925.600306 a.u.

=====

# 3
An isolated molecule of CH4O2S3 in a non-equilibrium geometry, computed with ωB97M-V/def2-TZVPD.

```
10
Properties=species:S:1:pos:R:3:forces:R:3:mulliken_charge:R:1
C -0.001 0.906 1.050 1.0 3.0 -0.9 -0.5943
O -0.919 -2.076 -1.588 -0.9 -0.2 0.0 -0.5009
O 0.970 -0.630 -1.018 1.9 0.0 0.4 -0.5786
S -1.414 0.302 0.164 -0.7 -1.0 -0.4 -0.0438
S 0.892 -0.172 2.218 -0.6 0.5 -1.0 -0.1345
S -0.405 -0.781 -1.320 -0.2 0.3 0.2 0.8379
H 0.672 1.431 0.249 -0.8 -1.4 1.6 0.3492
H -0.442 1.816 1.516 0.3 -0.8 0.3 0.3310
H 1.197 -0.820 1.093 0.6 -0.7 0.3 0.1742
H -0.551 0.023 -2.366 -0.6 0.2 -0.6 0.1598
```
Forces are in eV/Å.

The calculation puts the HOMO-LUMO gap at 9.9172 eV. The value obtained for the relative energy (zero: lowest compared OMol25 entry of this formula, charge and spin) is 0.225 eV. The calculation puts the lowest unoccupied orbital energy at 0.0117 Ha. The HOMO energy comes out at -9.60 eV. As for the total energy: -1385.478899 a.u.

=====

# 4
A cluster of 2 separate species, C2H3BrClF in total in a non-equilibrium geometry, computed with ωB97M-V/def2-TZVPD.

```
8
Properties=species:S:1:pos:R:3:forces:R:3:mulliken_charge:R:1
C 1.284 -0.355 0.662 -1.1 0.7 1.7 -0.3934
C -1.068 0.177 -0.800 0.0 1.3 0.4 -0.2778
F 1.490 0.717 1.442 -0.1 0.4 0.4 -0.2211
Cl -1.640 1.860 -0.553 0.5 -1.6 -0.1 -0.1309
Br -2.130 -1.181 -0.025 0.3 0.4 -0.5 -0.0496
H 1.751 -0.119 -0.266 0.2 -1.2 -0.7 0.3609
H 0.923 -1.180 1.333 0.6 0.4 -1.8 0.3207
H -0.609 0.081 -1.793 -0.5 -0.4 0.6 0.3912
```
Forces are in eV/Å.

The calculation puts the HOMO-LUMO gap (spin up / spin down) at 8.0111 / 9.0927 eV. The value obtained for the relative energy (zero: lowest compared OMol25 entry of this formula, charge and spin) is 4.150 eV. The calculation puts the lowest unoccupied orbital energy (spin up / spin down) at -0.0171 / 0.0157 Ha. The HOMO energy (spin up / spin down) comes out at -8.48 / -8.67 eV. As for the total energy: -3211.917645 a.u.

=====

relative energy (zero: lowest compared OMol25 entry of this formula, charge and spin) of number 4 (C2H3BrClF)? 4.150 eV

=====

What is the relative energy (zero: lowest compared OMol25 entry of this formula, charge and spin) in the first record? 4.648 eV

=====

Which formula does entry 1 have? C4H7NO